Molecular formula: C9H22Br12O4S
Method: DFT, wB97M-V/def2-TZVPD

Positions of all 48 atoms, in Å:
H -2.3002 -17.9485 -13.3024
H -2.0697 -18.2731 -5.8025
Br -4.9068 -18.3849 -8.4418
H -0.1497 -11.5795 -6.7536
Br -3.8073 -15.3328 -6.5540
H -0.6132 -12.3846 -8.2781
H -1.3096 -18.7577 -7.3209
O -3.1906 -19.4771 -12.2495
H -3.8532 -12.9124 -6.7813
Br -3.0252 -21.0999 -8.5615
Br -3.1439 -13.6228 -9.0832
Br -4.5396 -14.0646 -13.0535
H -1.0426 -14.1162 -6.6559
O -1.2086 -13.1916 -6.4939
Br 3.2735 -15.6020 -13.5502
H -5.6007 -13.7734 -10.6958
Br -6.3462 -15.9510 -11.3440
H 1.6970 -18.4966 -6.0127
Br 0.2505 -16.3567 -14.1010
S -0.0798 -16.9952 -6.1287
H -0.5541 -19.2665 -5.8996
H -4.0163 -19.5055 -12.7426
H -0.4234 -16.1745 -8.7872
H 2.2670 -16.6271 -15.4350
C -2.7344 -18.1607 -12.3007
H -1.8502 -18.1919 -11.6687
H 1.2445 -15.5004 -10.4944
Br -7.3889 -13.1493 -12.2432
O -0.3825 -15.8241 -7.0376
Br -6.1790 -13.6067 -7.8355
H -3.5096 -17.4779 -12.1270
C -1.1123 -18.4376 -6.3268
C 1.4398 -17.7601 -6.7343
H -3.8301 -19.6178 -10.4150
H 0.7529 -12.9936 -7.2886
H 2.0599 -16.9407 -6.9405
C 0.6898 -16.4352 -10.3793
H 1.4312 -17.1030 -9.8534
O -0.5419 -16.2597 -9.8062
C -5.8544 -14.1174 -11.6550
H 1.3295 -18.2202 -7.7621
Br 2.4493 -18.6558 -14.0852
C 2.1554 -16.7738 -14.3846
C -4.1683 -13.6988 -7.5008
H 0.5684 -16.8260 -11.4125
C -0.2324 -12.5347 -7.2453
C -4.3687 -19.8994 -9.4960
Br -5.8254 -20.9828 -10.0978

Orbital gap in eV: 9.63
Multiplicity: 1

Atomic partial charges in e from the natural (NBO) method, atoms 1 to 4: atom 1 (H): 0.16, atom 2 (H): 0.25, atom 3 (Br): 0.11, atom 4 (H): 0.17